Computed, not measured: C12H32O12S4Tl as an isolated structure at a distorted geometry, with ωB97M-V with the def2-TZVPD basis set.

The geometry in XYZ format:
```
61
Properties=species:S:1:pos:R:3:forces:R:3
Tl 1.123577 0.884859 -2.523122 0.70 0.02 0.13
O 1.387730 -1.634071 -0.937616 -0.45 -1.59 1.11
S 1.387704 -3.053672 -0.671508 3.32 -0.28 -4.46
O 2.604300 -3.859869 -0.955205 -3.36 1.85 1.68
O 0.821536 -3.348786 0.913071 -0.38 0.56 -2.04
C 1.375936 -4.451188 1.530630 -2.13 2.57 2.85
C 0.638065 -4.240339 2.905482 1.16 -2.21 0.01
C -0.038755 -3.845336 -1.541707 0.12 -0.56 1.34
H 2.427060 -4.169531 1.468081 1.31 -0.84 -0.07
H 1.163997 -5.355649 0.960430 0.22 -0.82 -0.11
H -0.444631 -4.215254 2.782048 0.12 0.23 -0.12
H 1.045318 -3.383521 3.442249 -0.11 0.05 -0.31
H 0.839138 -5.140616 3.486145 0.01 0.02 0.31
H -0.157762 -4.812971 -1.054248 -0.27 0.03 0.19
H 0.190891 -4.126866 -2.569377 0.51 0.77 -0.10
H -0.902032 -3.198176 -1.386656 0.17 -0.10 -0.20
O -0.902064 2.833548 -1.516166 -0.55 4.10 2.57
S -1.467296 4.012313 -0.736101 -3.63 -5.47 -0.62
O -1.658801 3.978691 0.714468 1.44 0.58 -2.86
O -0.639024 5.407837 -1.218225 1.43 -0.48 -0.53
C -0.633023 6.488878 -0.414229 -2.93 1.01 -1.37
C -0.476172 7.799505 -1.330259 1.82 0.90 0.88
C -3.146123 4.277479 -1.509571 0.82 0.85 -0.39
H 0.236230 6.470357 0.243155 1.11 0.34 0.43
H -1.570541 6.474869 0.141615 0.29 0.19 0.88
H -1.393938 8.180988 -1.777778 -0.41 -0.96 -0.18
H 0.388881 7.715609 -1.988095 -0.41 -0.31 -0.36
H -0.161776 8.590826 -0.649774 -0.05 -0.09 0.40
H -3.786950 3.411226 -1.345092 0.37 -0.04 0.83
H -3.116222 4.363944 -2.595727 0.76 0.08 -0.05
H -3.563077 5.215396 -1.142732 -0.09 -0.23 0.39
O -3.705250 0.717053 -0.727868 0.94 -1.18 0.45
S -2.965823 -0.241997 -1.499387 0.65 3.45 -3.41
O -1.533492 -0.056810 -1.813199 -3.39 -1.32 1.20
O -3.165956 -1.797709 -0.880589 -0.16 -0.38 0.71
C -4.356900 -2.073114 -0.237690 1.26 -1.60 -1.53
C -4.458370 -3.438416 0.270835 -0.68 -0.45 -0.43
C -4.015376 -0.530450 -2.995960 0.69 -1.14 0.21
H -5.206077 -1.636903 -0.763749 -0.63 0.64 -0.07
H -4.318213 -1.489411 0.682035 -0.33 1.67 1.16
H -3.848164 -3.372568 1.171623 -0.20 -0.94 0.66
H -4.121016 -4.267376 -0.351356 0.62 0.19 -0.31
H -5.513630 -3.675370 0.406361 0.01 0.17 0.85
H -3.527134 -1.316196 -3.572420 0.10 0.16 -0.19
H -4.196423 0.354880 -3.605482 0.51 0.30 0.39
H -4.979756 -0.929523 -2.681598 0.04 0.22 0.27
O 5.898726 0.026584 -0.305445 -3.68 0.53 0.47
S 4.523449 0.376716 0.114724 1.86 0.47 -0.61
O 3.372844 0.548796 -0.843632 2.19 -0.69 1.87
O 4.016052 -0.710497 1.223053 0.00 0.85 -1.35
C 4.930538 -1.160610 2.270629 -0.33 -0.09 0.94
C 4.119033 -2.114447 3.157520 0.67 0.38 -0.01
C 4.642596 1.912874 1.103213 -0.75 -1.01 0.63
H 5.231474 -0.313535 2.887087 -0.11 0.19 -0.13
H 5.853587 -1.599205 1.891519 -0.31 -0.12 -0.41
H 3.174095 -1.684099 3.489187 -0.11 0.10 -0.34
H 4.675921 -2.256514 4.083694 0.17 -0.23 -0.08
H 3.988886 -3.091551 2.692317 -0.08 -0.06 -0.04
H 5.239318 1.719177 1.994568 0.48 -0.19 -0.37
H 3.647052 2.036969 1.529342 -0.18 0.37 -0.40
H 5.025832 2.792771 0.586480 -0.12 -0.43 -0.35
```
Forces are in eV/Å.

Computed properties:
LUMO energy (spin up / spin down) ... -17.142 / -16.362 eV
HOMO-LUMO gap (spin up / spin down) ... 2.426 / 3.203 eV
E_HOMO (spin up / spin down) ... -19.568 / -19.564 eV
Strongest force on any atom ... 6.60 eV Å⁻¹
Total charge ... +4
<S²> ... 1.763
Spin multiplicity ... 2
Total energy ... -85512.58828 eV

And the natural (NBO) charges, in e, turn out to be: Tl 0.968; O -0.862; S 2.210; O -0.757; O -0.334; C -0.106; C -0.624; C -0.796; H 0.318; H 0.328; H 0.245; H 0.264; H 0.278; H 0.262; H 0.320; H 0.243; O -0.882; S 2.190; O -0.787; O -0.352; C -0.080; C -0.568; C -0.828; H 0.378; H 0.253; H 0.297; H 0.269; H 0.279; H 0.290; H 0.278; H 0.273; O -0.842; S 2.252; O -0.868; O -0.402; C -0.109; C -0.658; C -0.823; H 0.334; H 0.394; H 0.280; H 0.300; H 0.304; H 0.271; H 0.311; H 0.260; O -0.842; S 2.298; O -1.007; O -0.730; C -0.080; C -0.629; C -0.856; H 0.196; H 0.235; H 0.211; H 0.264; H 0.189; H 0.266; H 0.233; H 0.282

***

Computed, not measured: the molecule C2H4N4O2 at a distorted geometry, with ωB97M-V with the def2-TZVPD basis set.

The geometry in XYZ format:
```
12
Properties=species:S:1:pos:R:3:forces:R:3
O 2.315948 -0.113742 0.311668 1.73 -2.17 -0.42
N 1.384804 -1.132239 -0.210921 -1.35 1.46 0.60
C 0.168997 -0.616658 -0.160040 1.24 -3.23 0.02
C -1.146790 -1.374442 -0.105904 2.56 1.66 -1.01
N -2.048356 -0.518431 0.123402 -2.94 1.06 0.23
N -1.578761 0.768208 0.108919 -0.70 0.08 1.37
N -0.218481 0.602837 0.196184 2.03 4.81 -0.05
O 0.394519 1.834764 -0.390281 3.97 -2.84 2.00
H 3.175247 -0.686799 0.412606 -2.49 1.77 -0.37
H -1.316119 -2.366889 -0.451940 -0.21 -0.59 0.37
H -1.931319 1.529531 0.818637 0.54 -2.58 -1.50
H 1.480774 1.659961 -0.077820 -4.38 0.57 -1.23
```
Forces are in eV/Å.

Computed properties:
LUMO energy ... 0.500 eV
HOMO-LUMO gap ... 8.781 eV
E_HOMO ... -8.282 eV
Strongest force on any atom ... 5.28 eV Å⁻¹
Structure (SMILES) ... O/N=c1/cn[nH]n1O
Total energy ... -12187.67870 eV

And the natural (NBO) charges, in e, turn out to be: O -0.649; N -0.214; C 0.262; C -0.021; N -0.194; N -0.253; N -0.023; O -0.554; H 0.498; H 0.227; H 0.404; H 0.517

***

Computed, not measured: the molecule C3H4Cl2 at a distorted geometry, with ωB97M-V with the def2-TZVPD basis set.

The geometry in XYZ format:
```
9
Properties=species:S:1:pos:R:3:forces:R:3
C 0.902695 0.076421 -0.728955 0.29 -2.19 -0.21
C 0.475802 -0.135610 0.632027 -1.04 -2.03 1.68
C -1.103730 0.073789 0.514234 2.16 0.04 -0.36
Cl -1.727745 1.589831 -0.100630 0.09 -0.48 0.41
Cl -1.736038 -1.342007 -0.182268 -1.21 -0.54 -0.26
H 0.793888 1.031938 -1.002197 0.12 3.69 -1.14
H 0.822646 -0.571501 -1.602984 0.01 -0.49 0.81
H 0.648983 -1.171966 1.057503 -0.53 0.91 -0.86
H 0.923498 0.449102 1.413274 0.10 1.09 -0.08
```
Forces are in eV/Å.

Computed properties:
LUMO energy (spin up / spin down) ... -0.413 / -0.062 eV
HOMO-LUMO gap (spin up / spin down) ... 8.244 / 8.436 eV
E_HOMO (spin up / spin down) ... -8.656 / -8.497 eV
Strongest force on any atom ... 3.86 eV Å⁻¹
Total energy ... -28216.84690 eV

And the natural (NBO) charges, in e, turn out to be: C -0.252; C -0.531; C -0.071; Cl 0.012; Cl 0.028; H 0.158; H 0.191; H 0.232; H 0.233